*w*
# C3H6O2

2 unconnected molecules or ions with the total composition C3H6O2 (ωB97M-V with the def2-TZVPD basis set, the OMol25 dataset).

Cartesian coordinates (Å):
O -1.14 0.06 -3.82
C -0.14 0.14 -4.45
O 0.87 -0.78 -4.51
H 0.07 1.04 -5.05
H 0.92 -1.06 -3.59
C -0.68 0.15 3.22
C 0.44 0.07 3.93
H -1.00 -0.84 2.89
H -1.33 1.00 3.09
H 1.19 -0.69 3.77
H 0.79 0.91 4.53

Properties
HOMO-LUMO gap = 0.3944 Ha
E_HOMO = -9.97 eV
total charge = 0

Löwdin population analysis, charges in e, atoms 1 to 4: atom 1 (O): 0.09, atom 2 (C): -0.39, atom 3 (O): 0.06, atom 4 (H): 0.14

---

*x*
# C3H6O2

A molecular structure, C3H6O2 (ωB97M-V with the def2-TZVPD basis set, the OMol25 dataset).

Cartesian coordinates (Å):
C 0.40 -0.26 0.21
C 1.33 0.71 -0.38
C -1.05 -0.21 0.03
O -1.74 -1.42 0.11
O -0.92 0.55 1.12
H -2.39 -1.33 0.83
H 0.82 -1.19 0.59
H -1.21 0.27 -0.98
H 1.92 0.26 -1.19
H 0.81 1.60 -0.72
H 2.04 1.01 0.39

Properties
HOMO-LUMO gap = 0.3863 Ha
E_HOMO = -9.69 eV
total charge = 0

Löwdin population analysis, charges in e, atoms 1 to 4: atom 1 (C): -0.05, atom 2 (C): -0.06, atom 3 (C): -0.60, atom 4 (O): 0.01

---

Relative energy table, unit eV: *w* 0.000; *x* 0.827

---

*w*
# C6H9NS

A molecular structure, C6H9NS (ωB97M-V with the def2-TZVPD basis set, the OMol25 dataset).

Cartesian coordinates (Å):
C -0.62 -0.50 0.06
C -1.41 0.42 0.96
C 0.09 0.43 1.05
C 0.98 1.25 0.14
C 1.54 0.20 -0.85
C 0.05 0.01 -1.26
H -1.73 -2.26 -0.19
H -0.08 -2.49 0.17
H -1.87 1.33 0.58
H -1.99 0.01 1.80
H 0.57 0.06 1.97
H 1.57 2.06 0.56
H 2.18 0.61 -1.61
H 2.01 -0.63 -0.30
H -0.24 -0.46 -2.19
N -0.92 -1.87 0.35
S -0.13 1.83 -1.23

Properties
HOMO-LUMO gap = 0.3390 Ha
E_HOMO = -8.34 eV
total charge = 0

Löwdin population analysis, charges in e, atoms 1 to 4: atom 1 (C): -0.49, atom 2 (C): -0.08, atom 3 (C): -0.25, atom 4 (C): -0.45

---

*x*
# C6H9NS

A single C6H9NS molecule (ωB97M-V with the def2-TZVPD basis set, the OMol25 dataset).

Cartesian coordinates (Å):
C 1.73 0.00 0.04
C 0.34 -0.42 0.36
C 0.27 -0.42 1.88
S -0.46 -1.99 -0.38
C -0.87 -0.27 -0.67
C -0.74 0.52 -1.93
C -2.18 0.46 0.04
N -2.91 1.15 0.57
H 2.45 -0.70 0.74
H 1.95 1.11 0.34
H 1.92 -0.06 -0.99
H 0.47 0.53 2.20
H 1.02 -1.14 2.33
H -0.73 -0.76 2.30
H -1.71 0.46 -2.33
H -0.16 -0.09 -2.61
H -0.41 1.63 -1.90

Properties
HOMO-LUMO gap = 0.3716 Ha
E_HOMO = -9.57 eV
total charge = 0

Löwdin population analysis, charges in e, atoms 1 to 4: atom 1 (C): -0.10, atom 2 (C): -0.67, atom 3 (C): -0.12, atom 4 (S): 0.89

---

*y*
# C6H9NS

A single C6H9NS molecule (ωB97M-V with the def2-TZVPD basis set, the OMol25 dataset).

Cartesian coordinates (Å):
C 3.61 -0.64 0.00
C 2.35 0.18 0.00
C 1.15 -0.35 0.00
N -0.03 0.37 0.00
C -0.26 1.82 0.00
C -1.79 1.49 0.00
C -1.34 0.01 0.00
S -2.07 -1.45 0.00
H 4.23 -0.40 -0.87
H 4.23 -0.43 0.88
H 3.44 -1.69 0.03
H 2.49 1.25 -0.04
H 0.97 -1.41 0.01
H 0.08 2.34 0.90
H 0.16 2.31 -0.86
H -2.30 1.80 -0.91
H -2.32 1.77 0.93

Properties
HOMO-LUMO gap = 0.3253 Ha
E_HOMO = -8.20 eV
total charge = 0

Löwdin population analysis, charges in e, atoms 1 to 4: atom 1 (C): -0.10, atom 2 (C): -0.13, atom 3 (C): -0.10, atom 4 (N): -0.11

---

Relative energy table, unit eV: *w* 1.143; *x* 1.313; *y* 0.000

---

*w*
# C6H9NS

A single C6H9NS molecule (ωB97M-V with the def2-TZVPD basis set, the OMol25 dataset).

Cartesian coordinates (Å):
C 1.28 -2.36 -0.54
C 0.87 -0.98 -0.05
C 0.04 -0.82 1.16
C -0.51 0.62 0.89
S -1.65 1.71 0.35
C -0.84 0.53 -0.63
C 0.55 -0.06 -1.09
N 1.67 0.20 -0.37
H 1.74 -2.16 -1.51
H 1.98 -2.92 0.04
H 0.39 -3.01 -0.62
H -0.60 -1.74 1.19
H 0.59 -0.87 2.25
H 0.43 1.07 1.21
H -1.52 -0.29 -1.17
H 0.77 -0.55 -2.16
H 2.64 0.12 -0.68

Properties
HOMO-LUMO gap = 0.3410 Ha
E_HOMO = -8.36 eV
total charge = 0

Löwdin population analysis, charges in e, atoms 1 to 4: atom 1 (C): -0.01, atom 2 (C): -0.52, atom 3 (C): -0.12, atom 4 (C): -0.64

---

*x*
# C6H9NS

A molecular structure, C6H9NS (ωB97M-V with the def2-TZVPD basis set, the OMol25 dataset).

Cartesian coordinates (Å):
C -1.25 -1.35 -0.03
C -1.05 -0.02 -1.04
C -1.01 -0.15 1.00
C 0.55 0.23 1.05
C 0.72 1.44 0.11
C 0.53 0.49 -1.00
H -0.61 -2.28 -0.22
H -2.29 -1.56 -0.03
H -1.54 0.07 -2.10
H -1.63 1.64 0.06
H -1.38 -0.17 2.03
H 0.86 0.34 2.18
H 1.76 1.85 0.07
H -0.10 2.22 0.23
H 0.84 0.70 -2.05
N -1.77 0.66 0.05
S 1.60 -0.70 -0.06

Properties
HOMO-LUMO gap = 0.3267 Ha
E_HOMO = -8.02 eV
total charge = 0

Löwdin population analysis, charges in e, atoms 1 to 4: atom 1 (C): -0.06, atom 2 (C): -0.22, atom 3 (C): -0.30, atom 4 (C): -0.51

---

Relative energy table, unit eV: *w* 2.366; *x* 0.000

---

*w*
# C6H9NS

A single C6H9NS molecule (ωB97M-V with the def2-TZVPD basis set, the OMol25 dataset).

Cartesian coordinates (Å):
N 1.96 -0.81 -1.13
C 1.03 -0.13 -0.36
C 0.42 1.23 -0.56
C -0.83 1.41 -0.06
C -1.44 0.01 0.42
S -3.11 -0.34 -0.54
C -0.23 -0.89 0.45
C 0.94 -0.19 1.19
H 2.95 -0.55 -1.24
H 1.60 -0.89 -2.15
H 0.87 2.20 -0.85
H -1.44 2.40 -0.43
H -1.76 0.16 1.54
H -2.93 -1.71 0.04
H -0.43 -1.91 0.25
H 1.73 -0.89 1.89
H 0.68 0.91 1.55

Properties
HOMO-LUMO gap = 0.3550 Ha
E_HOMO = -8.77 eV
total charge = 0

Löwdin population analysis, charges in e, atoms 1 to 4: atom 1 (N): 0.05, atom 2 (C): -0.45, atom 3 (C): -0.10, atom 4 (C): -0.15

---

*x*
# C6H9NS

A single C6H9NS molecule (ωB97M-V with the def2-TZVPD basis set, the OMol25 dataset).

Cartesian coordinates (Å):
C -0.28 -1.59 1.00
C 0.66 -1.51 -0.09
C 1.32 -0.42 -0.48
C 1.38 0.92 0.20
S 2.75 1.39 0.88
C 0.13 1.58 0.41
C -1.01 1.44 -0.33
N -1.49 0.43 -1.16
H -1.34 -1.85 0.71
H -0.37 -0.65 1.54
H -0.05 -2.39 1.73
H 0.87 -2.33 -0.74
H 2.06 -0.48 -1.26
H 0.11 2.41 1.13
H -1.75 2.23 -0.13
H -0.75 0.03 -1.69
H -2.23 0.76 -1.74

Properties
HOMO-LUMO gap = 0.2886 Ha
E_HOMO = -8.13 eV
total charge = 0

Löwdin population analysis, charges in e, atoms 1 to 4: atom 1 (C): -0.11, atom 2 (C): -0.19, atom 3 (C): -0.18, atom 4 (C): -0.84

---

Relative energy table, unit eV: *w* 2.734; *x* 0.000